This record from OMol25 describes 2 unconnected molecules or ions with the total composition CHClO2S in a non-equilibrium geometry. The level of theory is wB97M-V/def2-TZVPD.

Calculated values
gap between HOMO and LUMO = 9.42 eV
total charge = 0
energy above the lowest of the compared OMol25 structures with the same formula, charge and spin = 0.130 eV
highest occupied orbital energy = -9.3 eV

Each line ends with the Mulliken charge.
CARTESIAN COORDINATES (ANGSTROEM)
1 C 0.619 1.205 1.767  0.0774
2 O 0.663 1.934 0.943  -0.0754
3 O -0.786 -0.569 0.207  -0.4049
4 S -0.953 -1.043 -1.339  0.1932
5 Cl 0.749 -0.369 -2.285  -0.1492
6 H -0.291 -1.157 0.707  0.3590


This record from OMol25 describes 3 unconnected molecules or ions with the total composition CHClO3S in a non-equilibrium geometry. The level of theory is wB97M-V/def2-TZVPD.

Calculated values
gap between HOMO and LUMO = 10.02 eV
total charge = 0
energy above the lowest of the compared OMol25 structures with the same formula, charge and spin = 1.268 eV
highest occupied orbital energy = -11.5 eV

Each line ends with the Mulliken charge.
CARTESIAN COORDINATES (ANGSTROEM)
1 C -2.530 -2.147 -0.451  0.1737
2 O -3.382 -2.689 0.096  -0.1881
3 O -0.830 -0.329 0.243  -0.3690
4 O -2.975 0.557 0.652  -0.3523
5 S -1.673 0.844 0.208  0.7371
6 Cl 1.966 0.442 0.191  -0.2219
7 H 1.126 0.229 -0.667  0.2206


This record from OMol25 describes 2 unconnected molecules or ions with the total composition CHClO4S in a non-equilibrium geometry. The level of theory is wB97M-V/def2-TZVPD.

Calculated values
gap between HOMO and LUMO = 10.70 eV
total charge = 0
energy above the lowest of the compared OMol25 structures with the same formula, charge and spin = 0.402 eV
highest occupied orbital energy = -10.8 eV

Each line ends with the Mulliken charge.
CARTESIAN COORDINATES (ANGSTROEM)
1 C -0.879 2.668 2.466  0.7428
2 O -1.963 2.736 2.746  -0.3236
3 O 0.644 -1.245 0.229  -0.4714
4 O -1.156 0.603 0.032  -0.4109
5 O 0.222 2.710 2.168  -0.4014
6 S 0.128 0.308 0.535  0.7421
7 Cl -0.162 0.027 2.631  -0.2344
8 H 0.115 -1.785 -0.404  0.3569


This record from OMol25 describes a molecular structure, CHCsMgO3 in a non-equilibrium geometry. The level of theory is wB97M-V/def2-TZVPD.

Calculated values
expectation value of S² = 0.753
gap between HOMO and LUMO (alpha / beta) = 7.44 / 7.37 eV
total charge = +1
multiplicity = 2
highest occupied orbital energy (alpha / beta) = -11.2 / -11.2 eV

Each line ends with the Mulliken charge.
CARTESIAN COORDINATES (ANGSTROEM)
1 O -1.984 0.610 2.184  -0.1325
2 C -1.199 0.101 2.839  0.1343
3 H 0.856 -0.893 0.865  0.3501
4 O 1.779 -0.648 -0.543  -0.2863
5 O 1.801 -0.648 0.656  -0.0640
6 Mg -1.555 1.112 -2.191  0.0284
7 Cs 0.302 0.367 -3.811  0.9700


This record from OMol25 describes a single CHF2NO3 molecule in a non-equilibrium geometry. The level of theory is wB97M-V/def2-TZVPD.

Calculated values
gap between HOMO and LUMO = 11.73 eV
total charge = 0
energy above the lowest of the compared OMol25 structures with the same formula, charge and spin = 0.629 eV
highest occupied orbital energy = -11.6 eV
structure (SMILES) = O=[N+]([O-])C(O)(F)F

Each line ends with the Mulliken charge.
CARTESIAN COORDINATES (ANGSTROEM)
1 O -0.259 -0.244 -1.933  -0.5140
2 N -0.728 -0.470 -0.859  0.9013
3 O -1.737 -0.995 -0.507  -0.5149
4 C 0.091 0.070 0.426  0.6823
5 O 1.180 0.798 -0.037  -0.4474
6 F -0.771 0.713 1.183  -0.2122
7 F 0.463 -1.065 1.074  -0.2369
8 H 1.761 1.193 0.653  0.3418


This record from OMol25 describes a molecular structure, CHF2O3S in a non-equilibrium geometry. The level of theory is wB97M-V/def2-TZVPD.

Calculated values
gap between HOMO and LUMO = 8.42 eV
total charge = -1
energy above the lowest of the compared OMol25 structures with the same formula, charge and spin = 2.025 eV
highest occupied orbital energy = -4.3 eV

Each line ends with the Mulliken charge.
CARTESIAN COORDINATES (ANGSTROEM)
1 C 1.016 -0.233 0.067  0.4160
2 O -1.570 0.857 -1.244  -0.5817
3 O -1.334 0.802 1.217  -0.5656
4 O -0.491 -1.140 -0.263  -0.4912
5 F 1.775 -0.910 0.986  -0.2400
6 F 1.707 -0.186 -1.104  -0.2407
7 S -1.803 0.119 0.047  0.5146
8 H 0.698 0.690 0.294  0.1886


This record from OMol25 describes 2 unconnected molecules or ions with the total composition CHF2O4S in a non-equilibrium geometry. The level of theory is wB97M-V/def2-TZVPD.

Calculated values
gap between HOMO and LUMO = 8.08 eV
total charge = -1
energy above the lowest of the compared OMol25 structures with the same formula, charge and spin = 0.235 eV
highest occupied orbital energy = -4.3 eV

Each line ends with the Mulliken charge.
CARTESIAN COORDINATES (ANGSTROEM)
1 C -0.532 -1.801 -0.468  0.6547
2 O 0.508 0.398 1.504  -0.5624
3 O 1.905 1.173 -0.250  -0.6415
4 O -0.353 2.235 -0.014  -0.5517
5 O -0.085 -2.381 0.444  -0.3824
6 F -1.709 -1.279 -0.463  -0.1746
7 F -0.071 -1.701 -1.707  -0.1654
8 S 0.541 0.724 0.121  0.5623
9 H -0.205 2.633 0.833  0.2608


This record from OMol25 describes a molecular structure, CHF3GdNO5S2 in a non-equilibrium geometry. The level of theory is wB97M-V/def2-TZVPD.

Calculated values
expectation value of S² = 16.190
gap between HOMO and LUMO (alpha / beta) = 8.53 / 5.67 eV
total charge = +2
multiplicity = 8
highest occupied orbital energy (alpha / beta) = -19.3 / -19.1 eV

Each line ends with the Mulliken charge.
CARTESIAN COORDINATES (ANGSTROEM)
1 N -0.976 -0.239 1.028  -0.2673
2 S -2.314 -0.453 0.315  0.8516
3 O -3.365 0.462 0.679  -0.3130
4 O -2.498 -1.441 -0.718  -0.3140
5 S 0.483 -0.394 0.128  1.8150
6 O -0.441 -0.616 -1.244  -0.8818
7 O 1.410 -1.557 -0.234  -0.8068
8 C 1.125 1.352 -0.318  0.8292
9 F 0.643 1.755 -1.464  -0.1884
10 F 0.774 2.197 0.630  -0.1819
11 F 2.437 1.275 -0.388  -0.1767
12 Gd 0.638 -2.379 -2.262  1.8215
13 O 1.294 -0.252 1.613  -0.5921
14 H 0.790 0.289 2.237  0.4046


This record from OMol25 describes 3 unconnected molecules or ions with the total composition CHF3N3 in a non-equilibrium geometry. The level of theory is wB97M-V/def2-TZVPD.

Calculated values
gap between HOMO and LUMO = 10.32 eV
total charge = +1
energy above the lowest of the compared OMol25 structures with the same formula, charge and spin = 0.145 eV
highest occupied orbital energy = -16.9 eV

Each line ends with the Mulliken charge.
CARTESIAN COORDINATES (ANGSTROEM)
1 C -2.661 -1.640 1.448  0.3302
2 N -1.902 -0.899 1.843  -0.1826
3 N 0.888 0.627 2.809  0.1057
4 N 0.024 1.152 2.410  0.7750
5 F -3.478 -2.491 1.077  -0.1376
6 F -0.961 1.565 1.867  0.0968
7 F 0.459 0.591 -0.087  -0.3931
8 H 0.479 -0.242 -0.423  0.4057


This record from OMol25 describes a gas-phase ion, CHF3N3 (charge +1) in a non-equilibrium geometry. The level of theory is wB97M-V/def2-TZVPD.

Calculated values
gap between HOMO and LUMO (alpha / beta) = 9.39 / 9.38 eV
total charge = +1
energy above the lowest of the compared OMol25 structures with the same formula, charge and spin = 3.460 eV
highest occupied orbital energy (alpha / beta) = -18.1 / -18.1 eV

Each line ends with the Mulliken charge.
CARTESIAN COORDINATES (ANGSTROEM)
1 C -2.278 0.185 0.100  0.6554
2 N -2.038 -0.770 -0.643  -0.0300
3 N -0.924 0.009 0.803  -0.4580
4 N 0.140 0.634 0.383  0.6887
5 F -3.117 1.063 0.475  -0.0920
6 F 0.231 0.683 -0.992  -0.0781
7 F 0.244 1.934 0.892  -0.0743
8 H 0.997 0.112 0.768  0.3881


This record from OMol25 describes a molecular structure, CHF3NO4S2Tl in a non-equilibrium geometry. The level of theory is wB97M-V/def2-TZVPD.

Calculated values
gap between HOMO and LUMO = 5.56 eV
total charge = -2
energy above the lowest of the compared OMol25 structures with the same formula, charge and spin = 0.000 eV
highest occupied orbital energy = -0.1 eV

Each line ends with the Mulliken charge.
CARTESIAN COORDINATES (ANGSTROEM)
1 N 1.036 -0.532 0.384  -0.4977
2 S 1.733 1.039 0.426  -0.3178
3 O 0.880 2.990 -0.538  -0.4820
4 S -0.392 -1.114 0.613  1.1255
5 O -1.150 0.192 0.764  -0.7113
6 O -1.592 -1.885 1.085  -0.7597
7 C 0.173 -2.758 -0.227  0.5708
8 F 0.416 -2.537 -1.521  -0.2782
9 F 1.294 -3.230 0.324  -0.2567
10 F -0.640 -3.817 -0.224  -0.2265
11 Tl -0.765 2.612 0.737  0.3415
12 O -0.368 4.488 -0.450  -0.7233
13 H -0.624 4.551 -1.373  0.2153


This record from OMol25 describes a single CHF3O2 molecule in a non-equilibrium geometry. The level of theory is wB97M-V/def2-TZVPD.

Calculated values
gap between HOMO and LUMO = 11.91 eV
total charge = 0
energy above the lowest of the compared OMol25 structures with the same formula, charge and spin = 0.000 eV
highest occupied orbital energy = -11.4 eV
structure (SMILES) = OOC(F)(F)F

Each line ends with the Mulliken charge.
CARTESIAN COORDINATES (ANGSTROEM)
1 O -1.415 0.488 -0.077  -0.3276
2 O -0.499 -0.642 -0.272  -0.2034
3 C 0.742 -0.105 0.009  0.9051
4 F 1.091 -0.161 1.235  -0.2474
5 F 0.829 1.166 -0.317  -0.2340
6 F 1.544 -0.837 -0.704  -0.2313
7 H -2.293 0.091 0.126  0.3386


This record from OMol25 describes a molecular structure, CHF3O3RuS in a non-equilibrium geometry. The level of theory is wB97M-V/def2-TZVPD.

Calculated values
expectation value of S² = 8.757
gap between HOMO and LUMO (alpha / beta) = 7.45 / 5.37 eV
total charge = -1
multiplicity = 6
highest occupied orbital energy (alpha / beta) = -4.5 / -4.4 eV

Each line ends with the Mulliken charge.
CARTESIAN COORDINATES (ANGSTROEM)
1 S 1.360 0.826 -0.391  0.4483
2 O 1.559 2.331 -0.417  -0.6240
3 O 1.994 0.312 0.943  -0.5844
4 C -0.480 0.615 -0.025  0.6648
5 F -0.987 -0.269 -0.996  -0.3104
6 F -2.678 -2.684 -0.887  -0.4386
7 Ru 3.404 -1.032 1.119  0.4901
8 O -0.784 0.266 1.177  -0.7721
9 H -2.345 -2.194 -0.054  0.4262
10 F -1.044 1.829 -0.469  -0.2999


This record from OMol25 describes a molecular structure, CHF4NO4S2Sc in a non-equilibrium geometry. The level of theory is wB97M-V/def2-TZVPD.

Calculated values
gap between HOMO and LUMO = 7.36 eV
total charge = +1
energy above the lowest of the compared OMol25 structures with the same formula, charge and spin = 1.845 eV
highest occupied orbital energy = -14.5 eV

Each line ends with the Mulliken charge.
CARTESIAN COORDINATES (ANGSTROEM)
1 Sc 0.977 2.491 0.183  1.4479
2 N 0.837 -0.782 0.269  -0.5358
3 S 1.600 0.169 -1.154  1.0119
4 O 2.986 -0.347 -1.096  -0.5754
5 O 0.951 -0.066 -2.457  -0.5305
6 S -0.598 -0.301 0.760  1.1502
7 O -0.529 1.205 0.710  -0.5390
8 O -0.972 -0.892 2.030  -0.4805
9 C -2.063 -0.597 -0.351  0.6645
10 F -1.983 0.178 -1.415  -0.1812
11 F -2.072 -1.870 -0.692  -0.1719
12 F -3.169 -0.290 0.300  -0.1580
13 F 2.327 1.809 1.696  -0.6008
14 H 1.708 -0.708 1.216  0.4988


This record from OMol25 describes a gas-phase ion, CHFNO2 (charge -1) in a non-equilibrium geometry. The level of theory is wB97M-V/def2-TZVPD.

Calculated values
gap between HOMO and LUMO = 8.59 eV
total charge = -1
energy above the lowest of the compared OMol25 structures with the same formula, charge and spin = 0.000 eV
highest occupied orbital energy = -3.9 eV
structure (SMILES) = O=C([O-])NF

Each line ends with the Mulliken charge.
CARTESIAN COORDINATES (ANGSTROEM)
1 O 1.710 -0.303 -0.651  -0.6116
2 C 0.787 0.334 -0.239  0.6584
3 O 0.645 1.453 0.222  -0.6305
4 N -0.772 -0.524 -0.260  -0.3515
5 F -0.774 -1.189 1.049  -0.2820
6 H -1.596 0.228 -0.121  0.2172


This record from OMol25 describes 2 unconnected molecules or ions with the total composition CHFNO3S in a non-equilibrium geometry. The level of theory is wB97M-V/def2-TZVPD.

Calculated values
gap between HOMO and LUMO = 10.64 eV
total charge = -1
energy above the lowest of the compared OMol25 structures with the same formula, charge and spin = 0.578 eV
highest occupied orbital energy = -6.6 eV

Each line ends with the Mulliken charge.
CARTESIAN COORDINATES (ANGSTROEM)
1 C -1.915 1.334 0.225  0.2463
2 N -2.485 1.108 1.197  -0.4239
3 O -1.309 1.872 -2.296  -0.5961
4 O 0.120 0.305 -1.020  -0.6530
5 O 0.128 2.774 -0.466  -0.6019
6 F 0.527 -1.106 0.841  -0.5241
7 S -0.627 1.635 -1.023  1.0997
8 H 0.564 -0.740 -0.158  0.4530


This record from OMol25 describes a single CHFOS2 molecule in a non-equilibrium geometry. The level of theory is wB97M-V/def2-TZVPD.

Calculated values
expectation value of S² = 2.008
gap between HOMO and LUMO (alpha / beta) = 6.81 / 8.50 eV
total charge = 0
multiplicity = 3
energy above the lowest of the compared OMol25 structures with the same formula, charge and spin = 0.574 eV
highest occupied orbital energy (alpha / beta) = -7.4 / -10.2 eV

Each line ends with the Mulliken charge.
CARTESIAN COORDINATES (ANGSTROEM)
1 C 1.380 0.028 -0.508  0.1929
2 O -1.315 1.529 -0.055  -0.4426
3 F 2.622 -0.369 -0.724  -0.1512
4 S 0.579 -0.848 0.658  -0.1417
5 S -1.345 0.325 0.740  0.3407
6 H -1.922 -0.666 -0.111  0.2020


This record from OMol25 describes a molecular structure, CHHgLiO2 in a non-equilibrium geometry. The level of theory is wB97M-V/def2-TZVPD.

Calculated values
expectation value of S² = 0.757
gap between HOMO and LUMO (alpha / beta) = 7.76 / 8.22 eV
total charge = +1
multiplicity = 2
energy above the lowest of the compared OMol25 structures with the same formula, charge and spin = 3.167 eV
highest occupied orbital energy (alpha / beta) = -12.4 / -14.3 eV

Each line ends with the Mulliken charge.
CARTESIAN COORDINATES (ANGSTROEM)
1 H -0.042 0.681 -0.049  0.4423
2 O 0.265 -0.563 0.442  -0.3904
3 C 0.707 -0.191 -0.708  0.2021
4 O 1.963 -0.300 -0.852  -0.7377
5 Li 2.712 1.010 -2.119  0.9286
6 Hg 2.216 -1.689 0.964  0.5552


This record from OMol25 describes a molecular structure, CHI2NO2 in a non-equilibrium geometry. The level of theory is wB97M-V/def2-TZVPD.

Calculated values
gap between HOMO and LUMO (alpha / beta) = 7.01 / 8.15 eV
total charge = 0
energy above the lowest of the compared OMol25 structures with the same formula, charge and spin = 2.289 eV
highest occupied orbital energy (alpha / beta) = -8.4 / -9.2 eV

Each line ends with the Mulliken charge.
CARTESIAN COORDINATES (ANGSTROEM)
1 C 0.337 -0.544 1.444  -0.5894
2 N -0.307 0.363 -1.891  0.6400
3 O -0.548 1.486 -2.170  -0.3889
4 O -0.957 -0.635 -1.857  -0.3779
5 I -0.760 0.670 2.637  0.1581
6 I 1.598 0.277 0.038  0.1920
7 H 0.638 -1.616 1.800  0.3661


This record from OMol25 describes 3 unconnected molecules or ions with the total composition CHI3O in a non-equilibrium geometry. The level of theory is wB97M-V/def2-TZVPD.

Calculated values
gap between HOMO and LUMO (alpha / beta) = 4.45 / 4.42 eV
total charge = 0
energy above the lowest of the compared OMol25 structures with the same formula, charge and spin = 3.309 eV
highest occupied orbital energy (alpha / beta) = -9.5 / -9.4 eV

Each line ends with the Mulliken charge.
CARTESIAN COORDINATES (ANGSTROEM)
1 C 0.377 0.193 0.824  -0.3197
2 O -0.326 -0.641 1.223  -0.3152
3 I 2.338 0.133 0.128  0.1160
4 I -1.194 1.553 -1.409  0.0549
5 I -1.261 -2.523 -1.665  -0.0187
6 H 0.064 1.285 0.899  0.4828